Entry 1:
ORCA calculation (ωB97M-V/def2-TZVPD) on a cluster of 3 separate species, C3H10N2O3 in total at a distorted geometry.

ΔE to the lowest compared entry with this formula, charge and spin   834.85 kJ/mol
HOMO-LUMO gap   3.81 eV
Molecular weight   122.12 g mol⁻¹
DFT total energy   -12388.083 eV

Geometry as ORCA input:
```
! wB97M-V def2-TZVPD RIJCOSX def2/J DEFGRID3
* xyz 0 1
O -1.596 -3.073 -0.718
C -1.581 -1.988 -0.019
N -2.583 -1.318 0.539
C 2.519 2.125 0.127
O 1.316 1.464 0.078
C -0.190 -1.399 0.253
N 0.261 -0.633 -0.874
H -3.466 -1.829 0.436
H 2.369 3.216 0.247
H 3.093 1.681 1.014
H 3.158 2.017 -0.817
H 0.394 -2.344 0.582
H -0.250 -0.678 1.118
H 0.628 -1.153 -1.625
H 0.877 0.121 -0.647
H -2.158 0.559 0.090
H -0.884 1.665 0.072
O -1.908 1.568 0.143
*
```



Entry 2:
ORCA calculation (ωB97M-V/def2-TZVPD) on a structure of composition C3H8CsO.

ΔE to the lowest compared entry with this formula, charge and spin   2.43 kJ/mol
HOMO-LUMO gap   10.63 eV
Molecular weight   193.00 g mol⁻¹
DFT total energy   -5831.099 eV

Geometry as ORCA input:
```
! wB97M-V def2-TZVPD RIJCOSX def2/J DEFGRID3
* xyz 1 1
Cs -26.707 7.988 13.394
C -23.936 11.343 14.651
C -25.268 11.826 14.128
C -25.171 13.126 13.362
O -25.883 10.803 13.296
H -24.048 10.407 15.204
H -23.507 12.074 15.337
H -23.231 11.192 13.832
H -25.961 11.959 14.961
H -24.379 13.095 12.611
H -24.951 13.944 14.047
H -26.125 13.351 12.886
H -25.540 10.935 12.406
*
```



Entry 3:
ORCA calculation (ωB97M-V/def2-TZVPD) on a structure of composition C29H17ClEuF5IN4O6S2 at a distorted geometry.

ΔE to the lowest compared entry with this formula, charge and spin   260.18 kJ/mol
HOMO-LUMO gap (spin up / spin down)   4.57 / 4.80 eV
Molecular weight   990.92 g mol⁻¹
DFT total energy   -123798.543 eV

Geometry as ORCA input:
```
! wB97M-V def2-TZVPD RIJCOSX def2/J DEFGRID3
* xyz -2 8
Eu -0.250 -0.179 -0.028
I 1.708 0.716 -2.451
C 1.932 -1.241 -3.185
C 2.844 -1.379 -4.194
C 2.975 -2.623 -4.853
C 2.148 -3.652 -4.516
C 1.189 -3.514 -3.480
C 0.285 -4.571 -3.203
C -0.637 -4.421 -2.206
C -0.637 -3.253 -1.408
C 0.211 -2.175 -1.587
C 1.094 -2.307 -2.716
H 3.449 -0.537 -4.502
H 3.707 -2.736 -5.645
H 2.201 -4.598 -5.048
H 0.329 -5.473 -3.805
H -1.359 -5.210 -2.013
H -1.366 -3.235 -0.594
O 3.517 1.158 1.152
Cl 2.215 0.566 1.283
O 1.923 0.274 2.662
O 2.119 -0.663 0.492
O 1.200 1.484 0.731
N -4.783 -2.149 -5.237
C -5.237 -1.507 -4.113
O -6.418 -1.545 -3.805
C -4.152 -0.819 -3.342
C -3.006 -0.295 -4.026
C -1.912 0.005 -3.230
N -1.848 -0.054 -1.916
C -3.071 -0.296 -1.202
C -4.198 -0.865 -1.995
H -5.426 -2.756 -5.714
H -3.791 -2.261 -5.358
H -2.960 -0.193 -5.100
H -0.978 0.283 -3.717
H -2.908 -0.888 -0.280
H -5.029 -1.330 -1.482
S -0.120 -4.216 2.911
C 0.317 -2.850 1.933
N -0.584 -1.953 1.791
C -1.748 -2.290 2.488
C -2.907 -1.513 2.524
C -3.989 -1.999 3.228
C -3.926 -3.230 3.899
C -2.777 -3.997 3.879
C -1.684 -3.510 3.161
H 1.292 -2.780 1.469
H -2.954 -0.558 2.008
H -4.900 -1.415 3.247
H -4.794 -3.589 4.438
H -2.728 -4.946 4.397
F -2.508 4.146 -0.302
C -1.853 3.799 0.823
C -1.704 2.454 1.186
C -0.968 2.265 2.378
F -0.786 1.002 2.792
C -0.407 3.287 3.106
F 0.283 3.029 4.230
C -0.576 4.597 2.700
F -0.055 5.617 3.414
C -1.301 4.837 1.557
F -1.474 6.109 1.143
O -4.665 0.991 0.598
S -3.538 1.338 -0.348
N -2.130 1.318 0.539
*
```



Entry 4:
ORCA calculation (ωB97M-V/def2-TZVPD) on a structure of composition C13H17N3O5 at a distorted geometry.

ΔE to the lowest compared entry with this formula, charge and spin   1346.18 kJ/mol
HOMO-LUMO gap   8.56 eV
Molecular weight   295.30 g mol⁻¹
DFT total energy   -28453.122 eV

Geometry as ORCA input:
```
! wB97M-V def2-TZVPD RIJCOSX def2/J DEFGRID3
* xyz 0 1
C -1.093 -0.931 0.423
C -0.537 0.685 0.475
C -0.287 -1.372 -0.756
C 0.182 -2.752 -0.861
C 1.533 -3.204 -0.734
C -0.762 -3.690 -0.839
C 1.898 -4.428 -0.637
C -0.266 -5.047 -1.033
C 1.006 -5.513 -0.767
C 0.806 2.677 0.999
C -0.412 3.399 1.832
C 0.812 3.238 -0.355
C 1.124 4.876 -0.395
H -2.719 -0.836 -0.835
H -3.177 0.274 1.015
H -0.517 -1.461 1.330
H -1.136 -1.110 -1.449
H 0.377 -0.484 -0.917
H 2.089 -2.295 -0.627
H -1.976 -3.742 -0.527
H 2.852 -4.875 -0.477
H -1.190 -5.682 -0.676
H 0.628 -7.387 -0.868
H 0.717 0.985 2.479
H 1.775 2.979 1.864
H 1.547 2.715 -1.008
H -0.258 3.093 -0.570
H 0.141 6.599 -1.223
H -0.850 5.104 -1.276
H -1.237 5.038 2.233
N -2.497 -1.069 0.432
N 0.610 1.174 1.082
N 0.054 5.542 -1.155
O -1.240 1.556 -0.256
O 1.297 -6.791 -0.194
O -0.792 2.836 2.773
O 2.281 5.264 -0.031
O -0.780 4.637 1.528
*
```



Entry 5:
ORCA calculation (ωB97M-V/def2-TZVPD) on the molecule C3H8N2O3S at a distorted geometry.

ΔE to the lowest compared entry with this formula, charge and spin   324.95 kJ/mol
HOMO-LUMO gap   10.02 eV
Molecular weight   152.18 g mol⁻¹
DFT total energy   -23195.734 eV

Geometry as ORCA input:
```
! wB97M-V def2-TZVPD RIJCOSX def2/J DEFGRID3
* xyz 0 1
N -0.016 1.679 -1.575
C -0.540 0.719 -0.641
C -0.879 -0.703 -1.211
N 0.464 -1.061 -1.001
C 0.692 0.002 -0.075
S 0.270 -0.648 1.834
O -1.144 -0.887 1.980
O 1.127 -1.712 2.225
O 0.773 0.667 2.731
H -0.359 2.736 -1.599
H 0.161 1.498 -2.543
H -1.313 1.071 -0.109
H -1.655 -1.353 -0.522
H -1.090 -0.779 -2.283
H 0.701 -1.996 -0.662
H 1.626 0.491 0.001
H 1.181 0.276 3.450
*
```



Entry 6:
ORCA calculation (ωB97M-V/def2-TZVPD) on the molecule C4H5NO3 at a distorted geometry.

ΔE to the lowest compared entry with this formula, charge and spin   247.59 kJ/mol
HOMO-LUMO gap   9.67 eV
Molecular weight   115.09 g mol⁻¹
DFT total energy   -11859.435 eV

Geometry as ORCA input:
```
! wB97M-V def2-TZVPD RIJCOSX def2/J DEFGRID3
* xyz 0 1
C 1.800 -1.212 0.025
C 0.650 -0.619 0.162
N 0.196 0.658 -0.367
C 0.974 1.570 -1.075
O 0.472 2.561 -1.668
O -0.348 -1.497 0.576
C -1.580 -1.248 1.267
O -2.185 -0.180 1.122
H 2.387 -0.571 -0.678
H 1.993 -2.233 0.191
H -0.649 1.024 -0.212
H 2.115 1.427 -0.898
H -1.791 -2.271 1.645
*
```